Record 1
This record from OMol25 describes a molecular structure, C22H23Cl3GeN6O2PtS. The level of theory is ωB97M-V/def2-TZVPD.

```
59
Properties=species:S:1:pos:R:3
Pt 0.214 -0.844 2.075
C -2.998 -5.285 2.963
C -2.582 -4.112 3.762
N -2.771 -3.936 5.028
N -2.194 -2.735 5.306
C -1.636 -2.164 4.250
S -0.805 -0.668 4.190
N -1.894 -3.031 3.240
N -1.438 -2.826 1.947
H -3.516 -5.983 3.615
H -2.128 -5.785 2.534
H -3.667 -4.990 2.153
H -2.190 -2.383 6.251
H -2.180 -2.497 1.336
H -0.988 -3.660 1.580
C 3.598 1.012 -0.745
C 2.660 0.601 0.341
N 2.230 -0.623 0.472
O 2.698 -1.445 -0.463
C 2.131 1.540 1.283
C 2.400 2.994 1.177
N 1.341 1.062 2.292
O 0.977 1.854 3.166
H 4.324 0.223 -0.927
H 4.122 1.929 -0.487
H 3.042 1.168 -1.674
H 2.291 -2.313 -0.271
H 2.407 3.299 0.131
H 3.382 3.226 1.602
H 1.656 3.561 1.726
Cl 1.087 -4.160 4.280
Ge 1.713 -2.805 2.705
Cl 1.619 -4.123 0.916
Cl 3.800 -2.429 3.009
C -0.541 -0.285 0.271
C -0.648 0.424 -0.717
C -0.720 1.197 -1.878
C -1.757 2.206 -2.013
C -2.429 2.691 -0.879
C -3.422 3.644 -0.998
C -3.783 4.128 -2.250
C -3.144 3.643 -3.383
C -2.143 2.695 -3.270
C 0.352 0.999 -2.858
C 0.892 2.071 -3.582
C 1.955 1.874 -4.449
C 2.494 0.606 -4.626
C 1.966 -0.467 -3.918
C 0.915 -0.272 -3.040
H -2.152 2.313 0.097
H -3.920 4.015 -0.111
H -4.562 4.873 -2.342
H -3.435 3.999 -4.363
H -1.674 2.304 -4.163
H 0.491 3.066 -3.442
H 2.364 2.717 -4.992
H 3.317 0.456 -5.312
H 2.376 -1.459 -4.056
H 0.503 -1.109 -2.490
```

Results
Expectation value of S² ... 8.85
2S+1 ... 6
Net charge ... +1
LUMO level (spin up / spin down) ... -3.600 / -5.536 eV
Energy above the lowest of the compared OMol25 structures with the same formula, charge and spin ... 5.46 kJ/mol

=====

Record 2
This record from OMol25 describes 2 unconnected molecules or ions with the total composition C4H4FN at a distorted geometry. The level of theory is ωB97M-V/def2-TZVPD.

```
10
Properties=species:S:1:pos:R:3
C 0.696 -0.353 0.900
C 1.627 0.234 0.238
N 2.153 0.913 -0.643
H 0.577 -0.018 1.957
H 0.311 -1.231 0.397
H 3.085 0.757 -0.825
C -1.496 0.158 -0.790
C -2.427 -0.321 -0.233
F -3.205 -1.078 0.462
H -1.320 0.939 -1.462
```

Results
SMILES ... C=C=N.C#CF
2S+1 ... 1
LUMO level ... 0.733 eV
Energy above the lowest of the compared OMol25 structures with the same formula, charge and spin ... 453.15 kJ/mol

=====

Record 3
This record from OMol25 describes a molecular structure, C19H22N2O4S at a distorted geometry. The level of theory is ωB97M-V/def2-TZVPD.

```
48
Properties=species:S:1:pos:R:3
O -1.405 -2.886 0.619
C -0.511 -1.974 0.583
N -0.774 -0.696 1.175
H -0.265 -0.035 1.005
C -2.242 -0.663 1.502
H -2.835 -1.531 1.815
H -2.315 -0.107 2.789
C -3.044 0.425 0.518
C -4.588 0.394 0.794
H -4.953 1.230 0.484
C -5.037 -0.658 0.099
H -5.225 -1.627 0.623
C -3.786 -1.283 -1.007
H -4.087 -0.955 -1.906
H -3.348 -2.090 -0.839
O -2.932 -0.096 -0.553
H -5.873 -0.833 -0.398
H -4.811 0.234 2.028
H -2.498 1.522 0.602
C 0.676 -2.013 0.115
C 0.829 -2.839 -1.240
C 1.997 -2.850 -1.597
C 3.201 -2.169 -1.153
C 2.973 -1.489 0.114
C 1.805 -1.250 0.314
H 1.822 -0.820 1.454
S 4.428 -0.834 0.642
O 4.727 -0.945 1.941
O 5.406 -0.667 -0.205
N 3.758 0.820 0.883
H 4.051 1.459 1.582
C 3.542 1.634 -0.518
C 2.188 2.208 -0.454
C 1.791 3.258 0.078
C 0.469 3.763 0.080
C -0.440 3.256 -0.474
C -0.125 1.840 -1.254
C 1.161 1.418 -0.800
H 1.404 0.499 -1.507
H -1.036 1.349 -1.434
H -1.423 3.324 -0.373
H 0.111 4.855 0.757
H 2.481 3.950 0.591
H 4.237 2.349 -0.383
H 3.692 1.059 -1.304
H 4.344 -2.395 -1.669
H 2.316 -3.650 -2.602
H 0.145 -3.488 -1.518
```

Results
2S+1 ... 1
LUMO level ... -1.192 eV
Energy above the lowest of the compared OMol25 structures with the same formula, charge and spin ... 2405.79 kJ/mol

=====

Record 4
This record from OMol25 describes C5H10O2 in the gas phase at a distorted geometry. The level of theory is ωB97M-V/def2-TZVPD.

```
17
Properties=species:S:1:pos:R:3
C 0.422 1.748 -0.563
C 0.056 0.316 -0.930
C 1.028 -0.825 -0.428
C 0.351 -1.411 0.826
O -0.291 -0.344 1.460
C -1.517 -0.018 0.775
O -1.296 0.054 -0.593
H 1.397 1.882 -1.042
H 0.471 1.921 0.492
H -0.325 2.481 -0.977
H 0.027 0.277 -1.984
H 1.044 -1.673 -1.156
H 2.060 -0.512 -0.151
H 1.137 -1.800 1.510
H -0.372 -2.285 0.647
H -1.921 0.936 1.235
H -2.271 -0.749 0.878
```

Results
SMILES ... C[C@H]1CCOCO1
2S+1 ... 1
LUMO level ... 1.040 eV
Energy above the lowest of the compared OMol25 structures with the same formula, charge and spin ... 203.09 kJ/mol